1.
This record from the Open Molecules 2025 dataset describes one molecule with the formula C3H2ClNO in a non-equilibrium geometry. The level of theory is wB97M-V/def2-TZVPD.

The HOMO-LUMO gap comes out at 9.17 eV. Its LUMO energy is 0.09 eV. Its highest occupied orbital energy is -9.081 eV.

Each line ends with the Löwdin charge.
Cartesian coordinates (Å):
O -2.901 -2.064 -0.038  0.208
C -1.973 -1.427 -0.322  -0.138
C -0.893 -0.770 -0.656  -0.102
N -0.268 0.036 0.343  0.002
C -0.230 0.764 1.373  -0.471
Cl -1.352 1.733 2.583  0.382
H -0.285 -0.585 -1.465  0.090
H 0.712 1.168 1.446  0.029

Atoms 1-2, force components in eV/Å:
0.67 0.52 0.06
-1.22 -1.02 -0.74

2.
This record from the Open Molecules 2025 dataset describes one molecule with the formula C3H2ClNO2 in a non-equilibrium geometry. The level of theory is wB97M-V/def2-TZVPD.

The HOMO-LUMO gap comes out at 9.66 eV. Its LUMO energy is 0.60 eV. Its highest occupied orbital energy is -9.064 eV.

Each line ends with the Löwdin charge.
Cartesian coordinates (Å):
O 1.810 -1.044 -0.002  0.106
C 0.633 -0.397 -0.003  -0.392
C 0.332 0.924 -0.007  -0.028
O -1.054 1.007 0.000  0.000
C -1.458 -0.261 -0.007  -0.850
Cl -3.129 -0.528 -0.001  0.772
N -0.523 -1.153 -0.003  0.166
H 2.492 -0.393 0.014  0.099
H 0.897 1.847 0.007  0.126

Atoms 1-2, force components in eV/Å:
-0.75 -0.55 -0.01
-0.42 0.04 -0.02

3.
This record from the Open Molecules 2025 dataset describes C3H2CrO2 as an isolated structure in a non-equilibrium geometry. The level of theory is wB97M-V/def2-TZVPD.

The HOMO-LUMO gap (alpha / beta) comes out at 5.68 / 8.25 eV. Its LUMO energy (alpha / beta) is -7.69 / -6.89 eV. The total charge is +1. Its spin multiplicity is 6. Its highest occupied orbital energy (alpha / beta) is -13.372 / -15.146 eV.

Each line ends with the Löwdin spin population.
Cartesian coordinates (Å):
O -0.614 -0.340 -1.267  -0.024
C -0.518 -0.373 0.026  0.048
C 1.607 -1.480 0.535  0.155
O -1.355 -0.119 0.870  0.129
C 0.947 -0.336 0.319  0.208
Cr -0.376 1.656 -1.453  4.449
H 2.649 -1.609 0.228  0.021
H 1.296 -2.141 1.353  0.014

Atoms 1-2, force components in eV/Å:
-0.51 1.16 -0.91
-0.49 2.43 0.90

4.
This record from the Open Molecules 2025 dataset describes C3H2CrO3 as an isolated structure in a non-equilibrium geometry. The level of theory is wB97M-V/def2-TZVPD.

The HOMO-LUMO gap (alpha / beta) comes out at 8.00 / 8.76 eV. Its LUMO energy (alpha / beta) is -4.98 / -4.64 eV. The total charge is +1. Its spin multiplicity is 6. Its highest occupied orbital energy (alpha / beta) is -12.973 / -13.398 eV.

Each line ends with the Löwdin spin population.
Cartesian coordinates (Å):
C -1.416 -0.590 0.001  0.000
C -1.576 0.836 -0.015  0.001
O -0.446 1.432 -0.028  0.001
C 0.837 0.332 0.018  0.028
O 0.282 -0.788 0.022  0.014
O 1.971 0.705 0.017  0.077
Cr 3.909 0.211 -0.014  4.879
H -1.769 -1.074 -0.918  0.000
H -1.792 -1.064 0.916  0.000

Atoms 1-2, force components in eV/Å:
0.40 -0.06 0.05
1.69 0.41 -0.10

5.
This record from the Open Molecules 2025 dataset describes C3H2CuLiO3 as an isolated structure in a non-equilibrium geometry. The level of theory is wB97M-V/def2-TZVPD.

The HOMO-LUMO gap (alpha / beta) comes out at 3.85 / 6.13 eV. Its LUMO energy (alpha / beta) is -0.87 / -1.00 eV. Its spin multiplicity is 3. Its highest occupied orbital energy (alpha / beta) is -4.716 / -7.135 eV.

Each line ends with the Löwdin spin population.
Cartesian coordinates (Å):
C -1.299 0.178 0.665  0.604
O -2.430 -0.238 0.179  0.301
H 0.024 1.004 -0.845  0.049
Li -4.047 -0.780 0.422  0.026
C -0.141 0.315 -0.020  0.712
O 0.926 -0.530 0.331  0.143
C 2.107 -0.454 -0.260  0.057
O 2.275 0.392 -1.183  0.042
Cu 3.879 -0.572 -0.945  0.009
H -1.295 0.687 1.655  0.057

Atoms 1-2, force components in eV/Å:
-2.18 0.75 3.10
-1.78 -1.02 -0.16

6.
This record from the Open Molecules 2025 dataset describes C3H2ErO2 as an isolated structure in a non-equilibrium geometry. The level of theory is wB97M-V/def2-TZVPD.

The HOMO-LUMO gap (alpha / beta) comes out at 5.83 / 7.65 eV. Its LUMO energy (alpha / beta) is -10.68 / -10.57 eV. The total charge is +2. Its spin multiplicity is 5. Its highest occupied orbital energy (alpha / beta) is -16.511 / -18.220 eV.

Each line ends with the Löwdin spin population.
Cartesian coordinates (Å):
O -0.998 0.477 -0.644  0.004
O -0.612 -1.170 0.807  0.005
C -2.189 -0.100 -0.298  0.000
C -1.955 -1.108 0.548  0.000
C 0.003 -0.142 0.098  0.026
H -2.617 -1.737 1.132  0.000
Er 2.458 0.364 0.057  3.965
H -3.023 -0.054 -1.005  0.000

Atoms 1-2, force components in eV/Å:
2.35 -1.51 2.16
1.24 2.94 -1.42

7.
This record from the Open Molecules 2025 dataset describes an isolated ion of composition C3H2F3N2 and charge +1 in a non-equilibrium geometry. The level of theory is wB97M-V/def2-TZVPD.

The HOMO-LUMO gap (alpha / beta) comes out at 7.93 / 7.92 eV. Its LUMO energy (alpha / beta) is -7.07 / -7.07 eV. The total charge is +1. Its highest occupied orbital energy (alpha / beta) is -15.007 / -14.991 eV.

Each line ends with the Löwdin charge.
Cartesian coordinates (Å):
C 0.790 -0.690 -0.059  0.083
C -0.595 -1.031 -0.076  -0.287
C 0.154 1.507 0.391  0.009
N -1.415 -0.038 -0.152  0.146
N 1.069 0.601 0.043  0.119
F -0.940 -2.288 -0.027  0.203
F 0.029 2.621 -0.200  0.220
F -2.706 -0.109 0.098  0.121
H 1.554 -1.453 -0.058  0.168
H 2.062 0.880 0.041  0.218

Atoms 1-2, force components in eV/Å:
-0.49 0.06 -0.07
-0.67 -0.72 0.06

8.
This record from the Open Molecules 2025 dataset describes one molecule with the formula C3H2F4 in a non-equilibrium geometry. The level of theory is wB97M-V/def2-TZVPD.

The HOMO-LUMO gap comes out at 11.67 eV. Its LUMO energy is 0.95 eV. Its highest occupied orbital energy is -10.714 eV.

Each line ends with the Löwdin charge.
Cartesian coordinates (Å):
C -1.419 0.172 0.505  0.095
C -0.141 0.349 0.304  -0.276
F 0.392 1.504 0.659  0.078
C 1.029 -0.448 -0.452  -0.508
F 1.013 0.068 -1.751  0.107
F 0.777 -1.715 -0.452  0.185
F 2.234 -0.348 0.199  0.127
H -1.889 1.155 0.746  0.101
H -1.996 -0.736 0.242  0.091

Atoms 1-2, force components in eV/Å:
-1.21 -0.01 -0.66
2.39 -0.93 -0.98

9.
This record from the Open Molecules 2025 dataset describes a 2-piece molecular cluster, C3H2F4O overall in a non-equilibrium geometry. The level of theory is wB97M-V/def2-TZVPD.

The HOMO-LUMO gap comes out at 10.44 eV. Its LUMO energy is 0.63 eV. Its highest occupied orbital energy is -9.813 eV.

Each line ends with the Löwdin charge.
Cartesian coordinates (Å):
C 0.704 0.559 1.430  -0.083
C 0.318 0.183 -2.137  -0.173
C -0.540 0.186 1.683  -0.367
O -0.371 -0.712 -1.590  0.074
F 1.543 -0.208 0.733  0.029
F 0.458 -0.049 -3.465  -0.012
F -1.133 -0.928 1.295  0.137
F -1.371 0.936 2.391  0.123
H 1.118 1.489 1.784  0.129
H -0.725 -1.456 -2.126  0.141

Atoms 1-2, force components in eV/Å:
-0.27 -0.01 0.15
1.16 1.63 -0.89

10.
This record from the Open Molecules 2025 dataset describes a 2-piece molecular cluster, C3H2F5N2P overall in a non-equilibrium geometry. The level of theory is wB97M-V/def2-TZVPD.

The HOMO-LUMO gap (alpha / beta) comes out at 9.51 / 6.50 eV. Its LUMO energy (alpha / beta) is 0.19 / -2.19 eV. Its highest occupied orbital energy (alpha / beta) is -9.319 / -8.688 eV.

Each line ends with the Löwdin charge.
Cartesian coordinates (Å):
C -0.703 0.524 -0.198  -0.192
C -2.150 0.113 -0.167  -0.675
C 2.807 -0.039 0.256  -0.443
N -0.024 -0.554 0.295  -0.103
N -0.514 -1.677 0.280  -0.292
F -2.867 0.481 0.939  -0.015
F -3.022 0.586 -1.128  -0.001
F 2.682 1.108 -0.393  0.125
F 3.607 0.052 1.286  0.147
F 3.075 -1.141 -0.452  0.117
P -2.167 -1.815 0.017  1.031
H -0.211 0.868 -1.108  0.139
H -0.514 1.493 0.372  0.162

Atoms 1-2, force components in eV/Å:
-1.75 3.53 0.12
-3.22 -0.84 -0.91

11.
This record from the Open Molecules 2025 dataset describes C3H2FHgO2 as an isolated structure in a non-equilibrium geometry. The level of theory is wB97M-V/def2-TZVPD.

The HOMO-LUMO gap (alpha / beta) comes out at 7.27 / 3.77 eV. Its LUMO energy (alpha / beta) is -0.18 / -3.63 eV. Its spin multiplicity is 2. Its highest occupied orbital energy (alpha / beta) is -7.452 / -7.405 eV.

Each line ends with the Löwdin spin population.
Cartesian coordinates (Å):
F 0.947 -1.768 0.668  0.008
O 0.265 0.933 -0.505  0.152
O -1.527 -0.243 0.302  0.145
C 1.511 0.040 -0.971  0.010
C 0.680 -1.157 -0.622  0.013
C -0.441 -0.221 -0.244  0.027
H 1.509 0.177 -2.065  0.001
H 0.434 -1.925 -1.367  0.000
Hg -1.062 2.006 1.036  0.644

Atoms 1-2, force components in eV/Å:
0.14 0.08 -1.15
-1.92 -1.32 0.42

12.
This record from the Open Molecules 2025 dataset describes C3H2FHgO3 as an isolated structure in a non-equilibrium geometry. The level of theory is wB97M-V/def2-TZVPD.

The HOMO-LUMO gap (alpha / beta) comes out at 8.68 / 7.43 eV. Its LUMO energy (alpha / beta) is -10.40 / -12.11 eV. The total charge is +2. Its spin multiplicity is 2. Its highest occupied orbital energy (alpha / beta) is -19.082 / -19.545 eV.

Each line ends with the Löwdin spin population.
Cartesian coordinates (Å):
C 1.072 0.241 -1.086  0.013
C -1.843 0.028 1.399  0.000
O -1.123 0.359 0.427  0.001
C -1.223 -0.498 -0.755  0.001
O -0.188 -0.250 -1.454  0.004
O 1.866 -0.443 -0.550  0.162
F 1.250 1.424 -1.539  0.002
H -1.722 0.613 2.317  0.000
H -2.546 -0.810 1.290  0.000
Hg 4.456 -0.663 -0.050  0.817

Atoms 1-2, force components in eV/Å:
0.15 0.29 -0.32
-0.29 -0.02 -0.04

no.,E (eV)
1,-19200.01010
2,-21250.07591
3,-35646.54841
4,-37695.84000
5,-54124.37030
6,-34835.89835
7,-14261.93113
8,-14012.22601
9,-16057.44189
10,-28994.40363
11,-14125.05315
12,-16153.88739